1.
Computed, not measured: the molecule C4H8ClN at a distorted geometry, with ωB97M-V/def2-TZVPD.

The geometry in XYZ format:
```
14
Properties=species:S:1:pos:R:3:forces:R:3
C 1.17371 0.88606 0.54595 -3.83 0.49 1.24
C 0.06329 0.00781 0.00566 -0.17 1.42 -0.85
C -0.09037 -1.34812 0.56308 0.52 0.39 1.95
C -0.37919 0.38618 -1.34651 -1.03 -2.73 -0.91
N -1.12191 0.96722 -0.25027 0.15 -0.72 0.93
Cl -2.62779 0.21617 0.12589 -0.41 0.05 -0.40
H 0.89241 1.84844 0.13121 0.91 0.38 -0.01
H 2.07697 0.49257 0.26483 2.52 -0.55 -0.34
H 0.95224 0.95922 1.63378 0.89 -0.08 -0.48
H 0.75626 -1.49781 1.27802 -0.93 -0.08 -0.27
H -0.07145 -2.14695 -0.10539 0.29 -1.11 -1.59
H -1.05822 -1.45567 1.03467 -0.06 0.03 0.67
H 0.25132 1.05758 -1.81374 0.90 1.57 -1.19
H -0.81727 -0.37269 -2.06717 0.24 0.93 1.25
```
Positions in Å, forces in eV/Å.

Output
Structure (SMILES): CC1(C)CN1Cl
Energy above the lowest of the compared OMol25 structures with the same formula, charge and spin in kJ/mol: 192.6
Charge: 0
Gap between HOMO and LUMO in eV: 10.36
HOMO level in eV: -9.370

=====

2.
Computed, not measured: a structure of composition C4H8ClO12S2Ti at a distorted geometry, with ωB97M-V/def2-TZVPD.

The geometry in XYZ format:
```
28
Properties=species:S:1:pos:R:3:forces:R:3
Ti 1.48559 -1.64039 3.36626 0.10 -0.15 0.40
Cl 3.07153 -3.14659 8.36239 1.24 1.05 1.72
O 3.33228 -4.27493 9.22702 -0.12 -0.82 -1.45
O 1.68693 -3.02237 8.03474 -1.26 -0.71 -1.10
O 3.37674 -2.00950 9.19831 0.75 0.86 -0.80
O 3.87399 -3.15778 7.11294 -0.76 -0.23 1.17
C -3.49426 -1.83631 -2.40148 -0.27 -0.80 -1.61
C -4.63965 -1.55882 -1.46130 1.29 -0.05 -0.36
O -4.75480 -2.76491 -0.68279 1.86 -0.73 0.59
S -3.14209 -3.28260 -0.33172 -0.20 0.02 0.30
O -2.92006 -4.71660 -0.21855 -1.25 2.45 -1.16
O -2.62224 -2.52487 0.78136 -0.71 -0.03 -1.15
O -2.58356 -2.66629 -1.73168 0.95 -1.33 1.82
H -2.94232 -0.99274 -2.81603 -0.23 0.21 0.39
H -3.86551 -2.42916 -3.23743 0.00 0.03 -0.23
H -5.50065 -1.41946 -2.11503 -0.36 0.16 0.87
H -4.27669 -0.70882 -0.88349 -1.01 0.08 0.57
C 1.39699 4.18223 -3.57606 0.73 0.50 -0.62
C 2.44777 4.93606 -2.70759 -0.32 -0.15 0.11
O 2.59623 4.09054 -1.49024 -0.01 0.01 -0.67
S 2.58676 2.54173 -1.96363 -0.60 -0.44 0.59
O 2.06030 1.61991 -0.88752 1.60 3.33 -3.76
O 3.85580 2.28988 -2.63454 -2.19 -0.13 1.17
O 1.42532 2.87594 -3.11519 0.34 -3.27 2.12
H 1.63962 4.04011 -4.62917 0.49 0.92 -0.10
H 0.37564 4.56276 -3.56476 0.05 0.10 0.61
H 2.13574 5.93592 -2.40590 -0.23 -0.36 0.38
H 3.39458 5.07705 -3.22892 0.12 -0.54 0.20
```
Positions in Å, forces in eV/Å.

Output
⟨S²⟩: 3.75
Energy above the lowest of the compared OMol25 structures with the same formula, charge and spin in kJ/mol: 559.8
2S+1: 4
Charge: 0
Gap between HOMO and LUMO (spin up / spin down) in eV: 3.71 / 5.08
HOMO level (spin up / spin down) in eV: -7.710 / -7.710

=====

3.
Computed, not measured: the molecule C4H8ClO3PS3 at a distorted geometry, with ωB97M-V/def2-TZVPD.

The geometry in XYZ format:
```
20
Properties=species:S:1:pos:R:3:forces:R:3
C 0.73664 -0.48228 1.49747 2.12 1.86 -4.03
C 2.03765 -0.65377 0.68878 -0.25 1.79 0.44
C -0.22944 0.43004 0.80156 0.46 4.55 -0.19
C -1.56903 0.38818 1.42282 -0.81 0.99 0.35
O -1.98378 1.09211 -2.85322 -0.65 0.29 0.07
O 1.69140 -1.03780 -0.64001 0.29 0.42 -1.02
O -0.44038 0.22376 -0.62418 1.63 -0.03 0.15
P 1.00228 0.22495 -1.39471 -1.18 0.24 0.06
S 0.37553 -0.57240 -3.22688 -0.20 -0.46 -0.33
S 1.96019 1.91682 -1.52259 -0.44 -1.21 0.14
S -1.79889 -0.24244 -3.34356 1.01 -0.30 0.41
Cl -2.56970 -1.61986 -1.94141 0.17 0.29 -0.29
H 0.21760 -1.32593 1.52790 -1.66 -4.20 1.16
H 0.99189 0.02656 2.33568 0.41 0.81 3.18
H 2.54512 0.33835 0.61740 -0.25 -0.54 0.23
H 2.77592 -1.30650 1.11216 0.00 -0.80 0.04
H 0.15805 1.54103 0.90369 -0.44 -1.94 -0.30
H -2.30603 1.10277 1.06993 0.51 0.86 -0.10
H -1.56185 0.41928 2.50383 0.16 -0.11 0.22
H -2.03318 -0.46285 1.06534 -0.88 -2.50 -0.19
```
Positions in Å, forces in eV/Å.

Output
Energy above the lowest of the compared OMol25 structures with the same formula, charge and spin in kJ/mol: 44.7
Charge: 0
Gap between HOMO and LUMO in eV: 8.31
HOMO level in eV: -9.212

=====

4.
Computed, not measured: the molecule C4H8ClOP at a distorted geometry, with ωB97M-V/def2-TZVPD.

The geometry in XYZ format:
```
15
Properties=species:S:1:pos:R:3:forces:R:3
O -1.64498 0.06114 -1.64917 0.40 0.86 1.02
C -1.10228 0.04251 -0.34663 -1.40 -0.04 0.06
Cl -2.56914 -0.42675 0.77883 0.87 0.18 -0.29
C -0.02472 -0.99536 -0.37786 -0.16 -3.23 0.61
C 1.17059 -0.58305 0.48999 -2.85 -1.02 3.11
C 1.31023 0.88475 0.15937 -0.65 -0.37 3.38
P -0.37475 1.66892 0.35019 0.38 0.08 -2.79
H -2.27966 0.78658 -1.64397 -0.22 0.01 -0.32
H 0.26741 -1.01731 -1.44707 -0.09 -0.46 0.53
H -0.48611 -2.03850 -0.00613 1.13 2.20 -1.25
H 0.72075 -0.73311 1.59261 1.08 0.68 -1.92
H 1.99905 -1.30311 0.53099 0.11 0.64 -0.78
H 2.04402 1.36873 0.78211 0.46 0.50 -0.34
H 1.41014 0.91236 -0.84046 1.46 0.69 -3.59
H -0.44056 1.37219 1.62723 -0.53 -0.73 2.59
```
Positions in Å, forces in eV/Å.

Output
Structure (SMILES): O[C@@]1(Cl)CCCP1
Energy above the lowest of the compared OMol25 structures with the same formula, charge and spin in kJ/mol: 223.6
Charge: 0
Gap between HOMO and LUMO in eV: 10.63
HOMO level in eV: -9.707

=====

5.
Computed, not measured: the ion C4H8F2N with charge +1 at a distorted geometry, with ωB97M-V/def2-TZVPD.

The geometry in XYZ format:
```
15
Properties=species:S:1:pos:R:3:forces:R:3
C -0.90432 1.72494 -0.71121 -0.31 -1.61 2.59
C -0.25078 0.65386 0.15479 -1.45 0.07 1.03
F 0.50361 1.26679 1.16329 -0.13 -0.91 -0.88
C 0.27955 -0.66900 -0.36143 -1.44 -0.59 0.51
N 1.56122 -1.23139 0.11057 0.53 -0.91 -2.63
C -0.87299 -0.62857 0.61262 -1.23 0.38 2.72
F -2.17463 -0.97968 0.31739 1.10 0.20 -1.15
H -1.38741 2.41798 -0.02628 0.04 0.06 0.04
H -1.64411 1.36791 -1.39149 0.04 -0.29 -0.86
H 0.00783 2.08952 -1.00654 1.45 2.03 -2.17
H -0.14499 -1.02314 -1.30370 1.04 0.23 -0.24
H 1.78402 -1.12429 1.03922 -0.46 0.56 3.58
H 2.38526 -0.76658 -0.25697 0.13 0.28 -1.12
H 1.69735 -2.24146 -0.05148 -0.41 0.26 -0.33
H -0.83963 -0.85689 1.71124 1.10 0.25 -1.09
```
Positions in Å, forces in eV/Å.

Output
Structure (SMILES): C[C@]1(F)[C@@H]([NH3+])[C@@H]1F
Energy above the lowest of the compared OMol25 structures with the same formula, charge and spin in kJ/mol: 175.8
Charge: +1
Gap between HOMO and LUMO in eV: 10.99
HOMO level in eV: -15.112

=====

6.
Computed, not measured: a cluster of 2 separate species, C4H8F4 in total, with ωB97M-V/def2-TZVPD.

The geometry in XYZ format:
```
16
Properties=species:S:1:pos:R:3:forces:R:3
C 4.35022 0.36297 -0.03570 0.51 -0.30 -0.21
C 3.10372 1.07265 0.39861 0.11 0.02 0.65
F 3.06960 2.33434 -0.13190 -0.07 -0.03 -0.02
F 1.99826 0.41465 -0.06984 -0.06 0.04 -0.02
H 4.38835 0.30610 -1.13658 -0.08 0.06 0.43
H 4.37206 -0.66228 0.37051 -0.07 0.45 -0.12
H 5.24474 0.90144 0.31995 -0.43 -0.18 -0.10
H 2.99080 1.17120 1.49744 0.03 -0.05 -0.56
C -0.48869 2.86634 1.30067 0.03 0.54 -0.32
C -0.47385 1.57438 2.06004 -0.13 -0.40 -0.46
F 0.63261 1.51198 2.86398 0.05 -0.01 0.05
F -1.56655 1.49691 2.88130 0.08 0.00 0.01
H -0.48898 3.71708 2.00271 -0.01 -0.39 -0.21
H -1.38990 2.93189 0.66811 0.37 -0.11 0.28
H 0.40146 2.94417 0.65399 -0.35 -0.11 0.27
H -0.47266 0.66709 1.42231 0.03 0.47 0.32
```
Positions in Å, forces in eV/Å.

Output
Structure (SMILES): CC(F)F.CC(F)F
Energy above the lowest of the compared OMol25 structures with the same formula, charge and spin in kJ/mol: 0.0
Charge: 0
Gap between HOMO and LUMO in eV: 13.06
HOMO level in eV: -12.048

=====

Number 1: electronic energy -672.0634 Ha. Number 2: electronic energy -3165.5165 Ha. Number 3: electronic energy -2379.0635 Ha. Number 4: electronic energy -1033.9497 Ha. Number 5: electronic energy -411.3582 Ha. Number 6: electronic energy -556.6851 Ha.